C3H3ClN2O2S2 | ωB97M-V/def2-TZVPD

Summary:
2S+1: 1
SMILES: CS(=O)(=O)C#N.[S-][N+]#CCl
energy: -1632.49522 Ha
LUMO energy (alpha / beta): -0.004 / -0.004 hartree
gap between HOMO and LUMO (alpha / beta): 8.3 / 8.3 eV

Structure (XYZ):
```
13
C3H3ClN2O2S2, DFT ωB97M-V/def2-TZVPD
C 0.44445 1.06367 1.86877
S -0.40979 0.05739 0.70516
O -1.40759 0.77174 -0.03243
O -0.83203 -1.15557 1.43726
C 1.05930 -0.42920 -0.15681
N 2.07109 -0.53478 -0.72473
H 0.89221 1.74062 1.05005
H -0.22977 1.64721 2.53359
H 1.11135 0.30497 2.34021
S -0.39957 0.91559 -3.36228
N -0.55953 -0.44472 -2.68329
C -0.93695 -1.36836 -2.03686
Cl -0.80316 -2.56856 -0.93864
```